No. 1
# C16H41CaO10V

A molecular structure, C16H41CaO10V in a non-equilibrium geometry (ωB97M-V/def2-TZVPD, the OMol25 dataset).

Last column: Mulliken charge in e.
Element x y z (Å)
O  -4.4304  1.2704  -31.1932  -0.408
V  -4.9597  -0.2277  -31.0683  1.781
O  -5.1915  -0.7823  -32.5053  -0.397
Ca  -1.6796  -4.8956  -25.9792  1.480
O  1.4234  -3.6520  -32.2564  -0.380
C  0.7708  -3.1257  -31.2763  0.778
O  -0.1363  -2.3104  -31.5324  -0.618
O  0.9686  -3.3845  -30.0920  -0.568
H  0.9890  -2.9396  -32.7312  0.333
C  9.0975  -6.9478  -30.5865  -1.278
C  7.9363  -6.8471  -31.6096  0.505
C  7.9016  -7.9132  -32.7394  -1.210
O  6.7264  -7.0230  -30.9167  -0.547
H  9.1263  -6.1053  -29.8955  0.313
H  10.0131  -6.8800  -31.1739  0.356
H  9.2316  -7.9222  -30.1167  0.342
H  7.8356  -5.8764  -32.0952  0.228
H  8.8069  -7.9040  -33.3463  0.336
H  7.1370  -7.6574  -33.4729  0.323
H  7.6080  -8.9331  -32.4910  0.323
H  6.0552  -6.5514  -31.4153  0.310
C  -3.5641  -8.0583  -31.9262  -1.210
C  -4.6598  -8.0921  -30.9221  0.410
C  -4.8478  -9.3969  -30.1263  -1.209
O  -4.4643  -7.0885  -29.8958  -0.569
H  -2.6102  -7.8772  -31.4310  0.324
H  -3.7572  -7.1655  -32.5209  0.291
H  -3.5983  -8.9304  -32.5792  0.327
H  -5.6147  -7.8598  -31.3937  0.351
H  -5.7956  -9.2608  -29.6056  0.300
H  -4.0359  -9.5412  -29.4135  0.310
H  -5.0506  -10.2501  -30.7737  0.357
H  -5.1739  -6.4629  -30.0591  0.319
C  5.5812  1.9477  -32.6418  -1.454
C  6.8153  1.1339  -33.0455  0.636
C  7.1500  1.1383  -34.5044  -1.213
O  7.9175  1.8009  -32.3753  -0.571
H  5.3583  1.8655  -31.5780  0.356
H  4.8023  1.5486  -33.2916  0.359
H  5.6226  3.0080  -32.8910  0.401
H  6.6465  0.1255  -32.6677  0.219
H  7.2995  2.1734  -34.8114  0.265
H  6.2802  0.7632  -35.0436  0.350
H  8.1210  0.6897  -34.7144  0.331
H  7.6877  2.6707  -32.0405  0.319
C  1.7047  -11.7553  -28.8011  -1.012
C  1.4256  -11.2295  -27.3963  0.164
C  2.5770  -11.5867  -26.3579  -1.142
O  1.3679  -9.8238  -27.4468  -0.546
H  2.3167  -10.9892  -29.2772  0.274
H  0.7472  -11.9043  -29.3002  0.280
H  2.1633  -12.7439  -28.7822  0.316
H  0.4605  -11.5866  -27.0370  0.320
H  2.7835  -12.6557  -26.3059  0.335
H  2.2120  -11.2790  -25.3780  0.309
H  3.5292  -11.1146  -26.5999  0.346
H  2.2451  -9.5718  -27.7444  0.355
C  0.6053  -3.4845  -40.6494  -1.160
C  2.1508  -3.6812  -40.4355  0.404
C  2.5507  -5.0192  -39.7684  -1.206
O  2.8308  -3.6559  -41.6820  -0.529
H  0.5351  -2.4955  -41.1022  0.360
H  -0.0114  -3.3803  -39.7567  0.324
H  0.2811  -4.3190  -41.2713  0.308
H  2.5664  -2.8743  -39.8320  0.213
H  3.6359  -5.1218  -39.7674  0.327
H  2.0459  -5.8708  -40.2244  0.321
H  2.2774  -4.9186  -38.7180  0.327
H  2.4859  -2.8837  -42.1364  0.310

Summary:
**Molecular weight**: 484.52 u
**Gap between HOMO and LUMO**: 2.164 eV
**Spin multiplicity**: 1
**Maximum force**: 3.685 eV Å⁻¹
**Relative energy (zero: lowest compared OMol25 entry of this formula, charge and spin)**: 11.453 eV
**E**: -3007.24780 Ha
**Net charge**: +2



No. 2
# C16H41N5O8

6 unconnected molecules or ions with the total composition C16H41N5O8 in a non-equilibrium geometry (ωB97M-V/def2-TZVPD, the OMol25 dataset).

Last column: natural (NBO) charge in e.
Element x y z (Å)
C  -10.8227  -5.9343  -21.9510  -0.762
C  -11.5298  -7.1018  -21.2226  0.722
O  -11.5819  -8.2584  -21.5756  -0.408
N  -12.4713  -6.5809  -20.0880  -0.593
H  -12.0233  -5.8026  -19.6257  0.428
H  -13.3184  -6.2040  -20.4885  0.455
C  -12.8911  -7.7339  -19.1003  -0.400
H  -10.1290  -6.2026  -22.7479  0.294
H  -10.1576  -5.2776  -21.3902  0.263
H  -11.5214  -5.1872  -22.3274  0.268
H  -13.4824  -7.3406  -18.2734  0.241
H  -11.9541  -8.1277  -18.7064  0.215
H  -13.5130  -8.3912  -19.7080  0.270
C  -6.9679  -5.2149  -17.5530  -0.774
C  -6.3474  -4.0341  -16.9572  0.689
O  -5.1961  -3.9286  -16.4992  -0.408
N  -7.0996  -2.7630  -17.4000  -0.587
H  -6.6128  -2.6078  -18.2712  0.452
H  -8.0193  -2.9686  -17.7632  0.429
C  -7.0404  -1.5142  -16.4656  -0.397
H  -7.6525  -5.6973  -16.8553  0.241
H  -6.1269  -5.9048  -17.6222  0.303
H  -7.4878  -5.1150  -18.5058  0.288
H  -5.9630  -1.3815  -16.3672  0.263
H  -7.5212  -1.7841  -15.5254  0.232
H  -7.5088  -0.6712  -16.9737  0.264
C  -7.2845  -11.1264  -16.9674  -0.734
C  -6.6642  -12.3404  -16.3702  0.689
O  -5.9266  -13.0403  -17.0327  -0.412
N  -6.9844  -12.6644  -14.9171  -0.580
H  -6.1165  -12.7193  -14.4035  0.462
H  -7.4781  -11.8933  -14.4907  0.422
C  -7.9028  -13.9328  -14.7814  -0.440
H  -7.9240  -11.4795  -17.7764  0.291
H  -6.3927  -10.5485  -17.2102  0.291
H  -8.0276  -10.6267  -16.3459  0.213
H  -8.9034  -13.9306  -15.2139  0.265
H  -7.8949  -14.2333  -13.7337  0.262
H  -7.3028  -14.7651  -15.1492  0.268
C  -5.1420  -12.2860  -21.5369  -0.748
C  -6.3226  -11.3069  -21.8681  0.706
O  -7.4820  -11.7559  -21.7764  -0.455
N  -5.9711  -9.8034  -22.0429  -0.605
H  -6.2412  -9.2437  -21.2467  0.487
H  -4.9675  -9.7834  -21.9312  0.441
C  -6.6516  -9.1436  -23.2297  -0.418
H  -4.6595  -12.4705  -22.4967  0.268
H  -5.4074  -13.2749  -21.1630  0.280
H  -4.4190  -11.9837  -20.7793  0.251
H  -6.6241  -8.0805  -22.9908  0.241
H  -7.7047  -9.4150  -23.3040  0.250
H  -6.1593  -9.4713  -24.1453  0.247
C  -6.5630  -6.5126  -13.9853  -0.754
C  -7.6778  -7.2902  -14.6229  0.713
O  -7.6840  -7.9677  -15.6558  -0.451
N  -8.9485  -7.1939  -13.7905  -0.589
H  -9.0576  -7.9448  -13.1239  0.460
H  -8.9086  -6.3493  -13.2381  0.446
C  -10.1656  -7.0639  -14.7516  -0.410
H  -6.7719  -5.4443  -14.0421  0.264
H  -5.7096  -6.7236  -14.6296  0.289
H  -6.4083  -6.7738  -12.9384  0.289
H  -10.9329  -7.2473  -13.9994  0.252
H  -10.0876  -7.8337  -15.5194  0.254
H  -10.2502  -6.0446  -15.1285  0.236
O  -8.2458  -8.6286  -18.4443  -0.716
C  -7.6620  -8.0504  -19.4825  0.934
O  -6.5000  -8.3169  -19.7986  -0.792
O  -8.3302  -7.1837  -20.0968  -0.838
H  -9.0841  -8.2326  -18.6935  0.482

Summary:
**Molecular weight**: 431.53 u
**Gap between HOMO and LUMO**: 7.117 eV
**Spin multiplicity**: 1
**Maximum force**: 5.525 eV Å⁻¹
**Relative energy (zero: lowest compared OMol25 entry of this formula, charge and spin)**: 3.955 eV
**E**: -1508.41047 Ha
**Net charge**: +4



No. 3
# C16H42F2InNO26S5

A molecular structure, C16H42F2InNO26S5 in a non-equilibrium geometry (ωB97M-V/def2-TZVPD, the OMol25 dataset).

Last column: Mulliken charge in e.
Element x y z (Å)
In  2.7389  2.6353  0.0262  1.415
N  0.4472  1.1724  -0.8224  0.270
S  0.3420  -0.0825  -1.7876  0.711
O  -0.3387  0.1050  -3.0230  -0.521
O  0.2455  -1.3397  -1.1241  -0.511
F  1.8674  -0.1469  -2.2553  -0.378
S  -1.1789  1.3365  -0.5195  0.677
O  -1.8652  0.2420  0.0193  -0.220
O  -1.8488  2.1727  -1.4485  -0.727
F  -1.0109  2.3891  0.6353  -0.198
C  4.9798  -4.6268  1.1988  -0.280
C  3.7153  -5.0347  1.9772  -0.371
O  2.6786  -4.9916  1.0409  -0.348
S  2.9242  -3.8093  0.0128  1.054
O  2.4724  -2.5863  0.5783  -0.484
O  2.5032  -4.1823  -1.2594  -0.631
O  4.5180  -3.8584  0.0747  -0.386
H  5.4689  -5.5006  0.7747  0.301
H  5.6539  -4.0188  1.7933  0.295
H  3.6324  -4.4551  2.9023  0.233
H  3.8744  -6.0295  2.3936  0.343
C  -6.3774  1.7850  -1.0039  -0.241
C  -5.1197  1.9395  -0.1058  0.395
O  -5.5984  1.7686  1.2054  -0.237
S  -7.1875  1.7500  1.3307  1.089
O  -7.7113  3.0543  1.3251  -0.556
O  -7.5944  0.8734  2.3547  -0.534
O  -7.2939  1.1102  -0.1378  -0.389
H  -6.2771  1.1579  -1.8788  0.185
H  -6.7797  2.7716  -1.2454  0.350
H  -4.6777  2.9305  -0.2206  0.222
H  -4.3144  1.2398  -0.3345  -0.301
C  -3.7240  -1.2987  1.9735  -0.215
C  -5.1803  -1.6146  2.3243  0.002
O  -5.0669  -2.3385  3.5606  -0.359
S  -3.6161  -2.9593  3.8142  1.099
O  -3.7340  -4.3415  3.7675  -0.525
O  -2.9442  -2.2881  4.8556  -0.551
O  -2.9794  -2.4066  2.4445  -0.325
H  -3.3930  -0.4276  2.5533  0.110
H  -3.5974  -1.1183  0.9148  0.301
H  -5.6441  -2.2510  1.5728  0.348
H  -5.7281  -0.7100  2.5601  0.103
C  1.2758  5.0704  2.2286  -0.592
C  0.4856  3.9322  2.7183  -0.336
O  1.1398  2.7241  2.3424  -0.135
O  1.5878  4.9558  0.8291  -0.508
H  2.2247  5.1460  2.7693  0.342
H  0.7306  5.9962  2.4367  0.403
H  -0.5849  3.8477  2.4692  0.303
H  0.3805  3.8654  3.8175  0.371
H  0.6978  1.9390  2.7575  0.081
H  2.2261  5.6665  0.6668  0.354
C  -3.5204  2.1952  -4.9655  -0.399
C  -3.5037  0.7063  -4.7710  -0.394
O  -4.2203  0.3962  -3.5797  -0.382
O  -2.6403  2.9134  -4.1100  -0.408
H  -4.5388  2.6289  -4.9267  0.276
H  -3.1565  2.4456  -5.9794  0.344
H  -2.5313  0.2163  -4.7094  0.309
H  -4.0804  0.2974  -5.6171  0.368
H  -4.2387  -0.5606  -3.4449  0.286
H  -2.5059  2.3934  -3.2913  0.543
C  5.3591  1.0351  0.9145  -0.692
C  4.8554  -0.0990  0.0836  0.057
O  4.1542  0.3866  -1.0290  -0.217
O  4.2583  1.7586  1.5201  -0.289
H  6.0285  1.7427  0.4253  0.375
H  5.9038  0.4782  1.6908  0.410
H  4.2825  -0.8498  0.6224  -0.067
H  5.7748  -0.5489  -0.3082  0.481
H  4.4121  -0.1047  -1.8702  0.230
H  4.6154  2.3840  2.1679  0.283
C  4.6003  -1.2388  -4.5001  -0.634
C  3.1415  -1.4894  -4.8862  0.031
O  2.7570  -2.8121  -4.6899  -0.506
O  4.8406  -1.3299  -3.0859  -0.487
H  5.0183  -0.3846  -5.0357  0.431
H  5.1295  -2.1124  -4.9020  0.340
H  3.0693  -1.2313  -5.9418  0.407
H  2.5263  -0.7628  -4.3215  -0.141
H  2.9918  -3.0248  -3.7670  0.323
H  5.7986  -1.3388  -2.9536  0.253
C  0.1818  -0.7472  3.1970  -0.081
C  1.6608  -0.5476  2.9701  -1.240
O  2.0802  -0.1602  1.6773  0.667
O  -0.4072  0.5695  3.2812  -0.612
H  -0.0024  -1.1986  4.1757  0.567
H  -0.2385  -1.4227  2.4413  0.269
H  2.1700  -1.4866  3.2411  0.260
H  2.0738  0.1523  3.6999  0.459
H  1.7677  -0.8922  1.1104  -0.152
H  -1.3112  0.4829  3.6141  0.238

Summary:
**Molecular weight**: 977.64 u
**Gap between HOMO and LUMO**: 2.060 eV
**Spin multiplicity**: 1
**Maximum force**: 6.397 eV Å⁻¹
**E**: -5025.68359 Ha
**Net charge**: +2